(1)
# CH34O17

17 unconnected molecules or ions with the total composition CH34O17 at a distorted geometry (wB97M-V/def2-TZVPD, the Open Molecules 2025 dataset).

Geometry as XYZ:
```
52
Properties=species:S:1:pos:R:3:lowdin_charge:R:1
O -1.3887 2.7071 1.0384 -0.0755
H -3.5534 0.6539 2.8144 0.0801
H 1.8373 1.4200 1.8510 0.0677
H 1.5527 -3.7203 -0.2727 0.0772
O -0.0140 -0.5674 4.6336 -0.0691
H -1.9770 0.9749 -1.7274 0.0001
H -1.0140 2.2318 0.3063 -0.0395
O -1.3030 -3.2210 0.6640 -0.0757
H 0.5965 -0.8992 -3.1472 0.0075
H 0.0298 -2.5622 1.7839 0.0108
H -1.3978 2.8113 -1.9894 0.0854
H 0.2622 -3.0051 -0.8593 0.0266
H -0.8929 2.4570 1.8596 -0.0047
H -0.1501 1.2222 3.5969 0.0187
H -3.9324 0.2152 1.0581 0.0761
O 1.2067 -2.9339 -0.6891 -0.0330
H 3.1568 0.3904 -1.8620 0.0385
H 3.8106 1.7790 -0.0930 0.0160
H 0.7575 -0.8585 -0.2156 0.0199
H -1.2160 2.0775 4.0772 0.0748
O -0.5202 2.4724 -1.7431 -0.0561
H -0.6432 -1.3069 4.5969 0.0539
O -1.9896 -2.6126 -1.8097 -0.0295
H 1.6649 -2.5754 -2.5116 0.0242
H 4.0350 -0.7317 -1.6227 0.0574
O -2.9063 1.1470 -1.4846 -0.0604
O 4.0248 1.8247 -1.0168 -0.0636
O 0.5761 -1.8910 2.2427 -0.0673
O 0.1108 -0.1653 -0.4251 -0.0514
H -2.6470 1.6485 -0.7087 -0.0003
H 1.3198 -1.8366 1.6217 0.0331
O 3.1647 -0.5882 -2.0003 -0.0708
H -1.5710 -1.7352 -1.7980 0.0460
O 0.0978 -0.0343 -3.1443 -0.0879
O -0.4419 2.1412 3.4844 -0.0570
H -0.0643 2.2026 -2.5327 0.0492
O -3.7074 -1.2944 2.4402 -0.0154
H -1.7127 -3.0429 -0.2083 0.0016
H 1.6463 3.3198 0.0222 0.0261
H 0.7041 -0.9283 4.0941 0.0175
C -3.6901 -0.1534 2.0645 -0.1210
H 0.2591 -0.0645 -1.3875 0.0034
H 0.9482 3.5092 -1.2804 0.0152
H -2.1457 -2.9327 -2.7048 0.0820
O 1.8175 1.5649 0.8891 -0.0625
H 2.6298 -1.7249 -3.2716 0.0306
H -0.1645 0.1895 -4.0486 0.0762
H 3.3856 2.4812 -1.3518 0.0269
O 1.8398 3.6246 -0.8848 -0.0857
H -2.0367 -3.2778 1.2876 0.0582
O 1.7311 -2.0708 -3.3516 -0.0828
H 1.2429 0.9433 0.4039 0.0085
```

The energy above the lowest of the compared OMol25 structures with the same formula, charge and spin is 0.0 kJ/mol. Its total energy is -1337.5750 Ha. For the HOMO energy, the calculation gives -10.2 eV.

(2)
# C4H9O2

2 unconnected molecules or ions with the total composition C4H9O2 at a distorted geometry (wB97M-V/def2-TZVPD, the Open Molecules 2025 dataset).

Geometry as XYZ:
```
15
Properties=species:S:1:pos:R:3:lowdin_charge:R:1
C -2.2230 -0.4033 0.9572 -0.1815
H -2.9901 0.2659 -1.0118 0.0531
O 2.6930 1.9116 0.4630 -0.1133
H -1.5993 -0.8396 -1.0612 0.0604
C 2.6029 1.0924 -0.4775 -0.8241
H -2.5173 -1.4298 1.1455 0.0493
H -1.2981 -0.1775 1.4867 0.0634
C -2.0671 -0.0297 -0.5062 -0.1743
H -1.4688 0.8786 -0.5773 0.0682
H 1.3375 -0.5110 -0.3096 0.0442
O 2.5936 1.3125 -1.7139 -0.1226
H 2.5718 -0.7144 0.9259 0.0460
C 2.4082 -0.3859 -0.1078 -0.0725
H 2.9818 -1.1265 -0.6707 0.0472
H -3.0252 0.1567 1.4576 0.0565
```

Its net charge is -1. The energy above the lowest of the compared OMol25 structures with the same formula, charge and spin is 36.4 kJ/mol. Its total energy is -308.3310 Ha. For the HOMO energy, the calculation gives -3.7 eV.

(3)
# C19H23BeCl2F8N4NaO13S2

A molecular structure, C19H23BeCl2F8N4NaO13S2 at a distorted geometry (wB97M-V/def2-TZVPD, the Open Molecules 2025 dataset).

Geometry as XYZ:
```
73
Properties=species:S:1:pos:R:3:lowdin_charge:R:1
H -6.7592 2.4251 -2.8981 0.1175
O -3.5588 5.6733 -2.4801 -0.3252
F -1.9003 6.4038 -4.8830 0.0974
C 4.4982 -3.3101 1.4272 -0.1117
N -2.5857 0.3794 -0.3831 -0.3436
F 1.0913 -4.0754 -0.9393 0.1470
H -2.5719 1.0699 5.0480 0.1107
C -3.7308 0.9708 -1.0632 -0.1564
H -0.5365 -0.6114 4.3164 0.0862
H -3.9967 -2.3661 3.4214 0.0193
H 0.3688 0.3404 2.1393 0.1058
H 6.6255 -3.1776 -0.0567 0.0992
F 2.6199 -5.0007 0.2554 0.1170
F -3.5808 7.3265 -5.8812 0.1002
C -6.0815 1.3395 -1.1756 -0.0616
H -0.7464 2.3303 1.3263 0.1206
C 6.8438 -2.5916 -3.8001 -0.1595
C -4.6337 2.1816 -2.9141 -0.0369
C -2.0290 2.1296 3.1732 -0.0111
H 5.2200 -2.8293 2.0934 0.1272
O -5.4406 6.7202 -3.6087 -0.3285
H 7.6372 -2.0987 -4.3706 0.1162
H 5.8724 -2.2683 -4.1830 0.1238
H 6.9351 -3.6724 -3.8997 0.0097
H -3.7830 -3.7994 3.8727 -0.0318
F -0.5101 -4.5997 0.7781 0.0992
C 3.5178 -2.2818 0.9436 -0.1469
H 1.2227 0.4999 -0.1122 0.1432
O 1.1029 4.7455 3.1461 -0.4125
Cl 0.3367 5.3995 2.0976 0.6171
C 2.2757 -2.6103 0.3934 -0.0248
O -2.7854 -0.2672 0.6262 0.0540
C 1.9208 -0.2801 0.1823 -0.0234
O -4.4739 -3.1453 3.7230 -0.0761
S -4.2434 5.9213 -3.7264 0.4326
O 0.3792 4.5622 0.9050 -0.4176
O -1.4708 0.5433 -0.8737 0.0164
Be 1.4991 -6.7093 3.2121 0.3828
C -4.9928 0.8066 -0.5127 -0.0105
C -3.0884 7.0015 -4.6721 -0.6690
H 0.3349 -3.1603 1.7573 0.1350
C 1.4542 -1.5833 -0.0030 0.1140
C 1.7144 -4.0134 0.2544 -0.4148
H 4.7360 -0.7572 1.4125 0.1964
O 4.7442 -3.7990 -1.2141 -0.3222
F 0.9421 -4.9982 2.3566 -0.2815
N 3.8228 -0.9911 1.0318 0.1169
C -3.5357 1.6603 -2.2510 0.0214
F -0.4500 -2.5452 5.3977 -0.4773
N 3.0799 0.0306 0.6972 0.1818
C -1.0357 1.8348 2.2426 -0.0579
H -5.1318 0.2714 0.4149 0.1148
H 4.0446 -4.1689 1.9133 0.1205
N -0.3888 0.7357 2.6483 0.0453
O 5.8915 -5.2595 0.2969 -0.2882
H -4.5048 2.7161 -3.8450 0.0860
H -2.7145 2.9575 3.1171 0.1212
H -2.5482 1.7862 -2.6678 0.1216
O -4.3854 4.7514 -4.5824 -0.3621
F -2.8402 8.1497 -4.0294 0.1136
H -7.0734 1.2198 -0.7619 0.1070
S 5.4823 -3.9215 0.0203 0.7075
C 0.6035 -4.1367 1.3552 -0.3665
H 0.4659 -1.7670 -0.4070 0.1591
H 6.2671 -2.6901 -1.9678 0.0105
O -1.0336 5.5368 2.5256 -0.3768
Na 7.5444 -4.4442 -5.1300 0.8774
C -5.9029 2.0193 -2.3761 -0.0345
C -1.9521 1.1500 4.1719 -0.0268
C -0.9177 0.2731 3.8269 -0.0289
O 0.9050 6.6852 1.8077 -0.3591
Cl -1.0606 -4.3758 3.7880 0.2322
O 6.9750 -2.2417 -2.4478 -0.0812
```

Its total energy is -4626.6977 Ha. For the HOMO energy, the calculation gives -6.8 eV.